ORCA calculation (ωB97M-V/def2-TZVPD) on C21H25F2FeN2O8S2 as an isolated structure.

Each line ends with the Löwdin spin population.
Element x y z (Å)
1 Fe -2.0001 0.9923 1.0495  4.175
2 O -1.2792 5.2505 0.0227  0.001
3 C 0.0591 5.2576 -0.0575  0.000
4 C 0.6763 6.4173 -0.5295  0.000
5 C 2.0550 6.4931 -0.6194  0.000
6 C 2.8430 5.4075 -0.2515  0.000
7 C 2.2288 4.2524 0.2114  0.001
8 C 0.8478 4.1599 0.3286  0.001
9 C 0.2066 2.9131 0.8468  0.005
10 O -1.0472 2.9766 1.1678  0.042
11 N 0.9807 1.8826 1.0324  0.012
12 N 0.2279 0.8686 1.5776  0.071
13 C 0.8175 -0.2242 1.8453  0.007
14 C 0.1506 -1.2512 2.6245  0.005
15 C 0.8044 -2.4525 2.8915  -0.001
16 C 0.2262 -3.4370 3.6746  0.005
17 C -1.0398 -3.1995 4.2156  -0.001
18 C -1.7034 -2.0126 3.9656  0.006
19 C -1.1409 -0.9973 3.1558  0.007
20 O -1.7988 0.1031 2.9420  0.096
21 H -1.5300 4.3417 0.3390  0.000
22 H 0.0497 7.2513 -0.8210  0.000
23 H 2.5172 7.4045 -0.9839  0.000
24 H 3.9227 5.4655 -0.3180  0.000
25 H 2.8094 3.3852 0.4966  0.000
26 H 1.8530 -0.3829 1.5356  0.003
27 H 1.7851 -2.6088 2.4529  0.000
28 H 0.7385 -4.3735 3.8569  0.000
29 H -1.5136 -3.9579 4.8305  0.000
30 H -2.6878 -1.8243 4.3794  0.000
31 O -0.4519 2.3826 -1.6949  0.002
32 S -1.5926 1.4915 -1.5877  0.007
33 O -2.0860 1.0658 -2.8841  0.014
34 O -2.6885 2.0564 -0.7052  0.081
35 O -1.2063 0.2493 -0.7538  0.132
36 C 3.0177 -1.9494 -3.6145  0.000
37 C 2.4550 -0.6367 -3.0709  0.000
38 C 0.9889 -0.7146 -2.6559  0.001
39 S 0.7728 -1.5032 -1.0154  0.001
40 O 1.8915 -2.5274 -0.8814  0.000
41 C -0.6590 -2.5331 -1.4259  0.001
42 C -0.9397 -3.4835 -0.2621  0.001
43 C -1.5954 -4.7765 -0.7349  0.000
44 H 4.0662 -1.8344 -3.9037  0.000
45 H 2.4521 -2.2733 -4.4941  0.000
46 H 2.9431 -2.7208 -2.8507  0.000
47 H 2.5441 0.1453 -3.8287  0.000
48 H 3.0411 -0.3235 -2.2029  0.000
49 H 0.3868 -1.2464 -3.3954  0.000
50 H 0.5817 0.2859 -2.5238  0.000
51 H -0.3815 -3.0829 -2.3293  0.000
52 H -1.4896 -1.8537 -1.6138  0.000
53 H -1.5734 -2.9829 0.4738  0.001
54 H 0.0070 -3.7200 0.2275  0.000
55 H -2.5155 -4.5735 -1.2896  0.000
56 H -1.8454 -5.4241 0.1086  0.000
57 H -0.9189 -5.3253 -1.3952  0.000
58 F -4.2186 -0.8540 -0.0372  0.039
59 C -3.4265 -0.5671 1.0380  0.202
60 F -4.1302 0.5321 1.7044  0.061
61 H -3.4876 -1.4039 1.7371  0.020

Charge: -2
ΔE to the lowest compared entry with this formula, charge and spin (kJ/mol): 141.8
Orbital gap (alpha / beta) (eV): 6.80 / 6.81
Calculated total energy (eV): -103036.9728
Multiplicity: 6
<S²>: 8.760
Molar mass (g mol⁻¹): 591.41

***

ORCA calculation (ωB97M-V/def2-TZVPD) on C21H25F6N3O2ReSb as an isolated structure.

Each line ends with the Löwdin spin population.
Element x y z (Å)
1 Re 0.2706 0.1162 0.2332  1.761
2 C 3.0898 -0.5447 1.0889  0.010
3 N 2.4268 0.3012 0.0344  0.011
4 C 2.9263 -0.1789 -1.3046  0.005
5 C 2.0240 0.1380 -2.4900  0.002
6 C 0.8368 -0.8093 -2.6395  0.007
7 N 0.2621 -1.1907 -1.3228  -0.018
8 C -0.2848 -2.3793 -1.2276  0.035
9 C -0.7417 -3.0182 -0.0505  -0.023
10 C -1.4165 -4.2556 -0.1580  0.019
11 C -1.7381 -4.9588 0.9705  -0.024
12 C -1.3579 -4.4745 2.2387  0.008
13 C -0.6678 -3.2922 2.3794  -0.005
14 C -0.3734 -2.5534 1.2379  -0.008
15 O 0.3186 -1.4253 1.3512  0.030
16 C 2.8996 1.7141 0.3166  0.004
17 C 2.3069 2.8135 -0.5439  0.000
18 C 0.8199 3.0667 -0.3592  0.007
19 N -0.0747 1.9094 -0.6766  -0.009
20 C -1.1720 2.1924 -1.3444  0.037
21 C -2.3515 1.4191 -1.4091  -0.012
22 C -3.4126 1.8741 -2.2322  0.017
23 C -4.6424 1.2835 -2.1661  -0.009
24 C -4.8667 0.2516 -1.2341  0.007
25 C -3.8692 -0.1907 -0.3955  0.004
26 C -2.5983 0.3689 -0.4937  -0.005
27 O -1.6500 -0.0608 0.3349  0.053
28 H 4.1699 -0.4202 0.9999  0.002
29 H 2.8315 -1.5886 0.9351  0.000
30 H 2.7656 -0.2189 2.0743  0.000
31 H 3.0579 -1.2585 -1.2207  0.000
32 H 3.9177 0.2529 -1.4498  0.000
33 H 2.6216 0.0646 -3.3990  0.000
34 H 1.6716 1.1636 -2.4489  0.001
35 H 1.1366 -1.7246 -3.1490  0.000
36 H 0.0530 -0.3340 -3.2315  -0.002
37 H -0.3600 -2.9527 -2.1500  0.001
38 H -1.6813 -4.6364 -1.1366  0.001
39 H -2.2687 -5.8973 0.8916  -0.001
40 H -1.6084 -5.0496 3.1206  0.001
41 H -0.3615 -2.9079 3.3429  0.000
42 H 3.9840 1.6951 0.1917  0.000
43 H 2.6912 1.9112 1.3660  0.000
44 H 2.5747 2.7019 -1.5934  0.000
45 H 2.7991 3.7329 -0.2176  0.000
46 H 0.5114 3.9072 -0.9807  0.001
47 H 0.6180 3.3347 0.6800  -0.001
48 H -1.2015 3.1619 -1.8384  0.001
49 H -3.2355 2.7015 -2.9081  0.001
50 H -5.4476 1.6231 -2.8016  -0.001
51 H -5.8510 -0.1928 -1.1631  0.000
52 H -4.0416 -0.9629 0.3421  0.000
53 F 0.5181 1.2010 1.8248  0.090
54 Sb 0.5206 2.0622 3.9044  0.000
55 F 1.4632 3.3657 2.9516  0.000
56 F -1.0406 2.7954 3.2123  0.001
57 F 0.5178 2.8067 5.5807  0.000
58 F -0.3921 0.4786 4.2405  0.001
59 F 2.1025 1.0677 3.8918  0.000

Charge: +2
Orbital gap (alpha / beta) (eV): 5.55 / 6.96
Calculated total energy (eV): -55709.8133
Multiplicity: 3
<S²>: 2.080
Molar mass (g mol⁻¹): 773.41

***

ORCA calculation (ωB97M-V/def2-TZVPD) on the molecule C21H25N3O2.

Each line ends with the Mulliken charge.
Element x y z (Å)
1 C -4.3429 -1.5825 -0.1548  -1.631
2 C -2.8855 -1.9251 -0.2071  0.935
3 C -2.1325 -1.6148 -1.3337  -0.592
4 C -0.7953 -1.9510 -1.4096  -0.140
5 C -0.1671 -2.5971 -0.3497  0.775
6 C 1.2931 -2.9649 -0.4418  -1.344
7 N 2.1120 -1.8132 -0.7560  -0.065
8 C 3.0362 -1.3161 0.0756  0.394
9 O 3.4044 -1.8436 1.1069  -0.696
10 C 3.6065 0.0304 -0.4325  -0.092
11 C 4.7794 0.5007 0.4194  -0.888
12 C 4.0804 1.2199 1.5704  -0.857
13 C 2.9059 1.9222 0.8883  -0.639
14 N 2.6052 1.0786 -0.2535  0.333
15 C 1.5853 1.2407 -1.1296  0.487
16 O 1.4205 0.4843 -2.0828  -0.814
17 N 0.7645 2.3134 -0.9176  -0.167
18 C -0.5738 2.3091 -1.4689  -1.159
19 C -1.6161 1.9766 -0.4304  0.691
20 C -1.3483 1.0490 0.5687  0.320
21 C -2.2928 0.7672 1.5387  -0.863
22 C -3.5231 1.4005 1.5147  -0.587
23 C -3.8053 2.3139 0.5130  -0.663
24 C -2.8551 2.6038 -0.4498  -0.578
25 C -0.9113 -2.8935 0.7821  -0.726
26 C -2.2555 -2.5681 0.8483  -0.709
27 H -4.9045 -2.2323 -0.8265  0.394
28 H -4.7368 -1.7063 0.8507  0.335
29 H -4.5036 -0.5533 -0.4707  0.323
30 H -2.6050 -1.1066 -2.1623  0.406
31 H -0.2342 -1.7029 -2.2985  0.416
32 H 1.6538 -3.3727 0.5056  0.489
33 H 1.4316 -3.7195 -1.2271  0.273
34 H 1.8081 -1.2189 -1.5261  0.240
35 H 3.8500 -0.0672 -1.4954  0.351
36 H 5.3717 -0.3425 0.7667  0.370
37 H 5.4117 1.1863 -0.1455  0.372
38 H 4.7295 1.9194 2.0927  0.434
39 H 3.7126 0.4774 2.2776  0.295
40 H 2.0439 2.0053 1.5595  0.412
41 H 3.1923 2.9277 0.5516  0.408
42 H 0.8737 2.8348 -0.0628  0.289
43 H -0.7842 3.2859 -1.9167  0.383
44 H -0.5746 1.5544 -2.2627  0.385
45 H -0.3980 0.5344 0.5851  0.343
46 H -2.0661 0.0479 2.3109  0.433
47 H -4.2612 1.1819 2.2720  0.428
48 H -4.7658 2.8077 0.4854  0.381
49 H -3.0753 3.3240 -1.2252  0.396
50 H -0.4373 -3.3881 1.6181  0.349
51 H -2.8208 -2.8173 1.7355  0.370

Structure (SMILES): Cc1ccc(CNC(=O)[C@@H]2CCCN2C(=O)NCc2ccccc2)cc1
ΔE to the lowest compared entry with this formula, charge and spin (kJ/mol): 4.2
Orbital gap (eV): 9.42
Calculated total energy (eV): -30750.2690
Multiplicity: 1
Molar mass (g mol⁻¹): 351.45

***

Question: calculated total energy of number 3 (C21H25N3O2)?
Answer: -30750.2690 eV